This record from the OMol25 dataset describes a 3-piece molecular cluster, C17H40ClF3N3O5P overall in a non-equilibrium geometry. The level of theory is ωB97M-V/def2-TZVPD.

Structure (XYZ):
```
70
Properties=species:S:1:pos:R:3:forces:R:3
C 9.059703 2.182327 -3.991438 -0.70 0.44 0.01
C 7.566097 1.880373 -4.457537 -0.24 -0.96 0.52
Cl 7.600242 1.785091 -6.322033 0.42 0.92 0.98
C 6.981899 0.465749 -3.924171 -0.39 0.51 0.01
P 5.833426 -0.274610 -5.251420 0.67 -0.72 -1.30
N 5.835057 -2.032448 -4.971570 -0.24 1.28 1.34
C 4.030491 0.280728 -4.930309 -0.69 -2.08 1.49
O 3.946334 1.497103 -4.121735 -2.61 0.64 -0.13
C 2.613752 1.951309 -4.049147 -0.06 0.15 0.62
F 2.220129 2.453300 -5.291829 0.30 -0.97 2.49
F 2.458686 2.967929 -3.083218 0.77 -2.23 -2.41
F 1.715040 0.933536 -3.643488 1.83 2.06 -1.21
H 9.214146 3.311454 -4.093021 0.03 -1.64 0.20
H 9.232941 1.860823 -2.904010 -0.33 0.50 -1.56
H 9.779676 1.642993 -4.681596 -0.88 0.62 0.95
H 6.810217 2.686882 -4.196631 1.20 -0.89 -0.41
H 7.841773 -0.267266 -3.801674 -1.14 0.79 -0.13
H 6.376664 0.551456 -2.965863 1.17 0.22 -0.86
H 6.803981 -2.344037 -5.161659 -0.90 0.14 0.12
H 5.589837 -2.255444 -3.989143 0.37 -0.19 -0.73
H 3.568818 -0.558818 -4.287314 0.44 1.13 -1.05
H 3.425908 0.335180 -5.888925 1.04 0.24 1.08
C -3.715162 1.245914 1.355007 -0.09 0.23 -0.01
O -3.476985 2.554112 0.857278 0.20 -0.30 0.14
C -2.095214 2.909620 0.840175 -0.04 0.47 -0.36
C -1.579036 3.006802 -0.595077 -0.21 -0.49 0.25
N -1.497113 1.685569 -1.219491 0.04 0.29 -0.03
C -1.266427 1.729581 -2.664243 -0.25 -0.20 0.08
C -2.350016 2.380573 -3.536421 0.26 -0.27 -0.28
O -3.576423 1.659038 -3.574790 0.13 0.39 0.17
C -4.460538 1.934846 -2.499580 -0.11 -0.32 -0.23
H -4.791983 1.123833 1.485869 0.06 0.10 -0.04
H -3.371699 0.490631 0.643244 0.08 -0.18 0.07
H -3.227531 1.096579 2.322489 -0.02 -0.08 -0.06
H -1.485877 2.225708 1.441321 -0.12 -0.10 -0.13
H -2.023669 3.901083 1.297451 0.04 -0.02 0.00
H -0.585009 3.464205 -0.590237 0.00 -0.02 -0.03
H -2.259046 3.664776 -1.146737 0.02 0.22 0.10
H -2.362514 1.187294 -1.051293 0.06 0.05 0.03
H -1.154614 0.690566 -2.991369 0.00 0.11 -0.10
H -0.307303 2.220947 -2.856122 -0.12 0.08 0.05
H -1.977087 2.377641 -4.565818 -0.03 -0.04 0.04
H -2.522103 3.432634 -3.284714 -0.10 -0.04 0.17
H -4.374030 2.962963 -2.139090 0.09 -0.05 0.05
H -4.291683 1.229095 -1.682917 -0.06 0.17 0.19
H -5.481618 1.779262 -2.855604 0.09 0.02 -0.06
C -0.565597 -4.778852 4.852195 -0.15 0.01 -0.26
O -1.930401 -4.859476 4.472507 0.27 -0.06 0.36
C -2.814396 -5.061553 5.574801 -0.53 0.14 -0.26
C -3.663954 -3.815485 5.822793 0.59 -0.02 0.04
N -2.854663 -2.719984 6.358945 -0.29 -0.09 -0.10
C -3.543109 -1.428670 6.369452 0.34 0.03 -0.09
C -3.953376 -0.830781 5.015529 -0.04 0.38 0.32
O -2.856548 -0.439420 4.197005 -0.30 -0.36 -0.01
C -2.296603 -1.487907 3.419350 0.25 0.34 0.01
H 0.038940 -4.791228 3.943733 -0.13 -0.02 0.02
H -0.362224 -3.845829 5.383061 0.14 -0.03 0.17
H -0.277796 -5.631938 5.474076 0.03 0.07 0.04
H -2.280838 -5.371246 6.480086 0.08 0.17 -0.08
H -3.482537 -5.880214 5.291336 0.00 0.01 0.04
H -4.458466 -4.057294 6.535113 0.01 0.03 0.00
H -4.127380 -3.536919 4.870294 -0.15 -0.18 -0.06
H -2.014631 -2.627132 5.801211 -0.05 -0.04 0.05
H -2.863739 -0.719856 6.854359 -0.12 0.04 -0.07
H -4.426992 -1.502459 7.012373 -0.02 -0.05 -0.10
H -4.504232 0.091677 5.226349 0.06 -0.02 -0.01
H -4.646875 -1.471943 4.460850 0.14 -0.14 -0.06
H -3.038370 -2.234047 3.123443 0.01 -0.02 0.11
H -1.476440 -1.959550 3.965256 -0.04 -0.23 -0.12
H -1.871908 -1.046773 2.514285 -0.07 0.04 0.05
```
Forces are in eV/Å.

Properties
Highest occupied orbital energy   -8.11 eV
Charge   0
E_tot   -62945.0910 eV
HOMO-LUMO gap   8.835 eV
F_max   0.0657 hartree/bohr
SMILES   C[C@@H](Cl)CP(N)COC(F)(F)F.COCCNCCOC.COCCNCCOC